No. 1
Below is a molecular structure, C10H30BNPtSe4Si4, with properties calculated with ωB97M-V/def2-TZVPD.

Last column: Mulliken charge in e.
Element x y z (Å)
Pt1 -0.1076 1.5925 1.8204  1.5986
Se1 1.5104 2.7960 3.7920  -0.0233
Se2 0.4119 2.9661 5.6426  -0.0725
Se3 -2.7095 2.2252 2.7814  -0.1264
Se4 -1.5081 0.4658 3.3830  -0.1650
C1 0.2917 1.7737 -2.4986  -1.2067
Si1 1.0333 0.3152 -1.5663  0.5201
C2 2.7970 0.6203 -0.9695  -1.1793
C3 1.0934 -1.1455 -2.7532  -1.1259
Si2 -0.3146 -0.2018 0.2573  -0.8153
Si3 0.6576 -2.0235 1.4212  0.4935
C4 2.1013 -1.4025 2.4489  -0.9596
C5 1.2729 -3.2683 0.1604  -1.1804
C6 -0.5505 -2.9299 2.5401  -0.9841
Si4 -2.5375 -0.4511 -0.4770  0.6332
C7 -2.5101 -1.5502 -1.9988  -1.1627
C8 -3.6548 -1.2642 0.7939  -0.9213
C9 -3.2238 1.2333 -0.9338  -1.0333
H1 1.0613 2.5032 -2.7572  0.4217
H2 -0.4581 2.2985 -1.9058  0.2863
H3 -0.1789 1.4316 -3.4236  0.3718
H4 3.2152 1.5221 -1.4197  0.4379
H5 3.4374 -0.2231 -1.2396  0.3768
H6 2.8466 0.7519 0.1123  0.2751
H7 1.6903 -0.8575 -3.6234  0.3883
H8 0.1060 -1.4346 -3.1131  0.2459
H9 1.5615 -2.0240 -2.3110  0.2879
H10 2.9587 -1.1665 1.8151  0.2922
H11 2.4114 -2.1565 3.1768  0.4063
H12 1.8396 -0.4948 2.9988  0.1989
H13 2.1116 -2.8756 -0.4153  0.2779
H14 0.4855 -3.5586 -0.5382  0.3128
H15 1.6141 -4.1707 0.6751  0.4312
H16 -1.0060 -2.2955 3.3003  0.2831
H17 -0.0343 -3.7402 3.0616  0.3832
H18 -1.3600 -3.3704 1.9543  0.2298
H19 -2.0190 -2.5055 -1.7993  0.3081
H20 -1.9916 -1.0677 -2.8277  0.2513
H21 -3.5330 -1.7606 -2.3216  0.4359
H22 -3.2588 -2.2332 1.1048  0.2213
H23 -4.6485 -1.4273 0.3687  0.3978
H24 -3.7744 -0.6513 1.6871  0.2325
H25 -2.7957 1.5899 -1.8722  0.3139
H26 -2.9977 1.9764 -0.1664  0.2179
H27 -4.3093 1.1831 -1.0496  0.3757
B1 2.4678 4.5244 -0.8284  0.3682
C10 1.5755 3.5085 -0.0291  -0.0180
N1 0.9247 2.7519 0.5552  -0.8955
H28 2.8560 3.9309 -1.8118  -0.1476
H29 1.7661 5.4680 -1.1070  -0.1254
H30 3.3832 4.8222 -0.0941  -0.1327

Computed properties:
**E_LUMO (spin up / spin down)**: -0.65 / -3.05 eV
**Expectation value of S²**: 6.0317
**2S+1**: 5
**HOMO level (spin up / spin down)**: -8.6 / -8.8 eV
**Frontier orbital gap (spin up / spin down)**: 0.2939 / 0.2118 Ha

No. 2
Below is a molecular structure, C10H30BeO10 at a distorted geometry, with properties calculated with ωB97M-V/def2-TZVPD.

Last column: Mulliken charge in e.
Element x y z (Å)
Be1 -0.3177 -0.4003 0.1398  0.9991
C1 3.2600 2.3743 -1.4277  -0.6913
C2 1.8481 2.2795 -0.8776  -0.3167
O1 1.2228 1.0293 -1.3258  -0.1380
O2 4.1780 1.6443 -0.6645  -0.4844
H1 3.4894 3.4393 -1.3451  0.3872
H2 3.2646 2.1086 -2.4879  0.2938
H3 1.1852 3.0175 -1.3367  0.3506
H4 1.7634 2.3218 0.2055  0.1658
H5 0.8426 1.2427 -2.1814  0.2315
H6 4.0725 0.7019 -0.8110  0.2841
C3 -0.6179 -2.4368 -2.6813  -0.4974
C4 -2.0220 -1.9923 -2.3750  -0.6338
O3 -2.2239 -1.6409 -0.9600  -0.3789
O4 0.3045 -1.5536 -2.0837  -0.2652
H7 -0.5612 -2.4514 -3.7713  0.4160
H8 -0.4752 -3.4388 -2.2695  0.3440
H9 -2.8147 -2.6972 -2.6261  0.4108
H10 -2.3371 -1.0803 -2.8881  0.2872
H11 -3.0562 -1.1559 -0.9561  0.2547
H12 1.1663 -1.7228 -2.4787  0.2429
C5 -1.5328 2.8585 -0.0388  -0.5472
C6 -2.4879 2.0354 -0.8641  -0.6068
O5 -1.7224 1.0421 -1.5488  -0.3314
O6 -0.7751 2.0561 0.8598  -0.2752
H13 -2.0951 3.5260 0.6263  0.4461
H14 -0.8610 3.5285 -0.5837  0.2846
H15 -2.9779 2.6920 -1.5860  0.4827
H16 -3.3221 1.6227 -0.2973  0.2143
H17 -1.5546 1.3555 -2.4425  0.2826
H18 -0.4115 2.6640 1.5106  0.2741
C7 -2.3093 -1.6376 2.3191  -0.6948
C8 -0.8833 -2.0881 2.5433  -0.4401
O7 -0.2771 -2.3226 1.2584  -0.3242
O8 -2.2713 -0.3751 1.6477  -0.3529
H19 -2.7612 -1.5150 3.3089  0.5480
H20 -2.9665 -2.3881 1.8800  0.3022
H21 -0.7961 -3.0196 3.1075  0.5733
H22 -0.2725 -1.3675 3.0852  0.1216
H23 -0.5097 -3.2256 1.0146  0.2244
H24 -2.6538 0.2171 2.3039  0.3012
C9 2.4174 -1.3054 1.5795  -0.7565
C10 2.1894 0.0999 2.0939  -0.2154
O9 0.7759 0.3409 2.1175  -0.3541
O10 1.9893 -1.3743 0.2148  -0.4033
H25 1.8745 -2.0525 2.1541  0.2018
H26 3.4870 -1.5040 1.6696  0.5183
H27 2.7496 0.8026 1.4730  0.1643
H28 2.5469 0.1976 3.1197  0.5500
H29 0.4564 0.6880 2.9532  0.2845
H30 2.7833 -1.1403 -0.2772  0.2659

Computed properties:
**E_LUMO**: -6.56 eV
**Charge**: +2
**2S+1**: 1
**HOMO level**: -15.9 eV
**Frontier orbital gap**: 0.3433 Ha

No. 3
Below is a molecular structure, C10H30BrFeO5 at a distorted geometry, with properties calculated with ωB97M-V/def2-TZVPD.

Last column: Mulliken charge in e.
Element x y z (Å)
Fe1 3.4759 -1.4310 2.6527  0.9042
Br1 1.2245 -0.7032 1.8890  -0.0583
C1 -2.9860 1.8785 3.5258  -1.1872
C2 -1.9913 0.7669 3.1748  0.1354
O1 -0.7014 1.3276 3.4050  -0.4935
H1 -2.6749 2.3894 4.4328  0.3212
H2 -3.9808 1.4764 3.7149  0.3548
H3 -3.0013 2.5051 2.6359  0.2377
H4 -2.1210 0.4562 2.1312  0.1828
H5 -2.1681 -0.1226 3.7907  0.3016
H6 -0.0185 0.6655 3.2615  0.2096
C3 -1.5089 2.6874 -2.1529  -1.3471
C4 -0.8627 2.1898 -0.8852  0.2392
O2 -0.7833 0.7784 -0.7515  -0.3537
H7 -1.6179 3.7704 -2.1093  0.3917
H8 -2.5191 2.2765 -2.2036  0.3351
H9 -0.9482 2.4377 -3.0525  0.3276
H10 -1.4175 2.5294 0.0033  0.1562
H11 0.0530 2.7764 -0.7262  0.1049
H12 -0.2212 0.5637 -0.0054  0.1319
C5 -3.1512 -3.5308 0.1657  -1.4360
C6 -1.8053 -2.9209 0.4810  0.4294
O3 -1.8397 -2.4306 1.8280  -0.4650
H13 -3.1735 -3.8806 -0.8685  0.3761
H14 -3.9370 -2.7795 0.2488  0.3433
H15 -3.4178 -4.3726 0.8048  0.3361
H16 -1.7311 -2.0475 -0.1804  0.0932
H17 -1.0070 -3.6450 0.2917  0.2115
H18 -0.9854 -2.0068 1.9508  0.1396
C7 2.7691 2.7379 -1.5352  -1.2248
C8 3.1997 1.7548 -0.4427  0.3438
O4 4.3444 1.0912 -0.9915  -0.5063
H19 3.6401 3.1601 -2.0313  0.4017
H20 2.2216 3.5681 -1.0879  0.3219
H21 2.1287 2.2454 -2.2644  0.2356
H22 2.4520 0.9750 -0.2617  -0.0373
H23 3.3551 2.3352 0.4735  0.2954
H24 4.5827 0.3684 -0.4048  0.2417
C9 1.9120 -1.7605 -2.8719  -0.8642
C10 1.9371 -2.8654 -1.8219  -0.1525
O5 2.5248 -2.3350 -0.6212  -0.4434
H25 2.9176 -1.4443 -3.1475  0.2515
H26 1.3503 -0.8978 -2.5000  0.1589
H27 1.3669 -2.0354 -3.7769  0.3877
H28 2.2904 -3.8225 -2.1937  0.3994
H29 0.8817 -3.0681 -1.5980  0.0693
H30 1.9424 -1.6113 -0.3758  0.1994

Computed properties:
**E_LUMO (spin up / spin down)**: -8.25 / -8.45 eV
**Expectation value of S²**: 6.0077
**Charge**: +1
**2S+1**: 5
**HOMO level (spin up / spin down)**: -12.5 / -12.5 eV
**Frontier orbital gap (spin up / spin down)**: 0.1547 / 0.1474 Ha

No. 4
Below is 6 unconnected molecules or ions with the total composition C10H30BrO10 at a distorted geometry, with properties calculated with ωB97M-V/def2-TZVPD.

Last column: Mulliken charge in e.
Element x y z (Å)
Br1 -0.3432 1.2203 -0.4123  -0.7561
C1 -0.2714 1.2096 -4.5939  -0.5055
C2 1.1972 1.1010 -4.1496  -0.1644
O1 1.7889 -0.1329 -4.5341  -0.6278
O2 -1.1384 0.4879 -3.7420  -0.4626
H1 -0.3963 0.8024 -5.5978  0.2555
H2 -0.5774 2.2612 -4.6577  0.3375
H3 1.2137 1.1945 -3.0577  0.0967
H4 1.7647 1.9436 -4.5562  0.3785
H5 1.5218 -0.7450 -3.8185  0.5250
H6 -1.2162 0.9456 -2.8925  0.1633
C3 -0.9111 -2.4271 -2.4985  -0.1743
C4 0.5227 -2.4245 -1.9872  -0.2307
O3 1.1467 -1.1805 -2.2846  -0.5327
O4 -1.0523 -2.5412 -3.8924  -0.6160
H7 -1.3480 -1.4718 -2.1932  0.1779
H8 -1.4879 -3.2056 -1.9861  0.2985
H9 1.1385 -3.2039 -2.4351  0.3321
H10 0.4806 -2.6012 -0.9069  0.1554
H11 0.7450 -0.4940 -1.7208  0.0422
H12 -1.2345 -1.6922 -4.3027  0.3389
C5 -2.7975 2.3037 2.8578  -0.5690
C6 -2.9185 0.7928 3.0429  0.2277
O5 -4.2907 0.5430 3.3693  -0.5633
O6 -1.4288 2.6785 2.6803  -0.4756
H13 -3.1037 2.7370 3.8128  0.2507
H14 -3.3146 2.7114 1.9879  0.2995
H15 -2.3168 0.4949 3.9069  0.2420
H16 -2.5249 0.3063 2.1484  -0.0016
H17 -4.3682 -0.2595 3.8881  0.3059
H18 -1.2182 2.7732 1.7454  0.2570
C7 -0.9519 -2.3886 2.2943  -0.1945
C8 -0.9837 -3.6523 1.4376  -0.5649
O7 0.2812 -4.2380 1.2103  -0.4880
O8 -0.0063 -1.4130 1.9373  -0.2582
H19 -0.7568 -2.6585 3.3397  0.3643
H20 -1.9603 -1.9639 2.3518  0.1131
H21 -1.4359 -3.4164 0.4699  0.1620
H22 -1.6702 -4.3821 1.8872  0.4302
H23 0.5608 -4.6680 2.0234  0.3015
H24 -0.2828 -1.0305 1.0850  0.1172
C9 2.6734 2.4490 1.9460  0.0155
C10 4.0768 2.9602 2.2938  -0.6132
O9 5.0126 2.5590 1.3125  -0.5049
O10 2.5490 1.0695 1.8392  -0.4989
H25 2.4316 2.9376 0.9860  0.2231
H26 1.8959 2.8704 2.6018  0.2340
H27 4.2989 2.6458 3.3156  0.2818
H28 4.0084 4.0498 2.2861  0.3317
H29 5.2548 3.3224 0.7895  0.3025
H30 1.7428 0.8200 1.3728  0.2409

Computed properties:
**E_LUMO**: 2.61 eV
**Charge**: -1
**2S+1**: 1
**HOMO level**: -6.0 eV
**Frontier orbital gap**: 0.3149 Ha

No. 5
Below is a molecular structure, C10H30ClMgO5 at a distorted geometry, with properties calculated with ωB97M-V/def2-TZVPD.

Last column: Mulliken charge in e.
Element x y z (Å)
Mg1 -0.1451 2.2330 1.4369  0.7512
Cl1 -0.0556 0.5618 -0.1569  -0.4797
C1 -3.5901 -1.4997 0.4755  -1.0477
C2 -3.3453 -1.9888 -0.9622  0.1309
O1 -1.9597 -2.1023 -1.2146  -0.3953
H1 -3.4187 -0.4135 0.5282  0.1663
H2 -2.9699 -1.9314 1.2602  0.2906
H3 -4.6460 -1.5865 0.7550  0.3875
H4 -3.8327 -1.2578 -1.6188  -0.0386
H5 -3.8253 -2.9613 -1.0689  0.3445
H6 -1.5632 -1.2684 -0.9333  0.1526
C3 -4.1251 2.4575 -3.7264  -1.1333
C4 -3.6660 1.2006 -2.9971  -0.0272
O2 -2.2740 0.9679 -3.2714  -0.4601
H7 -4.1726 2.3196 -4.8070  0.2809
H8 -3.4289 3.2915 -3.5955  0.2880
H9 -5.0953 2.8419 -3.4022  0.3535
H10 -4.1764 0.3426 -3.4386  0.1978
H11 -3.8305 1.2885 -1.9211  0.2295
H12 -1.7928 1.1499 -2.4617  0.2450
C5 3.2779 -2.9626 0.0230  -0.8647
C6 1.8483 -3.3021 0.4347  -0.0586
O3 0.9584 -2.8987 -0.6056  -0.3879
H13 3.3907 -1.8745 -0.0308  0.1089
H14 3.4262 -3.4097 -0.9559  0.3276
H15 3.9849 -3.3025 0.7842  0.3423
H16 1.5937 -2.8103 1.3791  0.0003
H17 1.8417 -4.3852 0.5557  0.3488
H18 0.8350 -1.9506 -0.4907  0.1208
C7 2.2221 -0.6071 3.2558  -1.0478
C8 0.8861 0.0586 3.2553  -0.0009
O4 1.0892 1.4918 2.9405  -0.1841
H19 2.1210 -1.6901 3.3611  0.3782
H20 2.9354 -0.2169 3.9815  0.3725
H21 2.6852 -0.4872 2.2717  0.1783
H22 0.3844 0.0732 4.2295  0.2889
H23 0.1774 -0.4189 2.5787  0.2021
H24 1.4297 1.9041 3.7440  0.2603
C9 3.2728 2.0265 -0.6747  -0.9434
C10 3.0198 2.6980 0.6737  -0.1859
O5 1.6505 3.1965 0.8265  -0.2428
H25 3.0515 2.7108 -1.4938  0.3571
H26 2.7782 1.0657 -0.7721  0.1474
H27 4.3540 1.8695 -0.7095  0.3699
H28 3.7060 3.5435 0.7553  0.3439
H29 3.2546 2.0205 1.4908  0.2178
H30 1.7386 4.0126 0.3115  0.3144

Computed properties:
**E_LUMO**: -5.75 eV
**Charge**: +1
**2S+1**: 1
**HOMO level**: -11.8 eV
**Frontier orbital gap**: 0.2210 Ha

No. 6
Below is 5 unconnected molecules or ions with the total composition C10H30ClN2O8 at a distorted geometry, with properties calculated with ωB97M-V/def2-TZVPD.

Last column: Mulliken charge in e.
Element x y z (Å)
Cl1 -1.5354 3.2114 -0.2608  1.5813
O1 -1.4988 2.4149 0.9478  -0.6394
O2 -0.1341 3.5992 -0.4214  -0.6660
O3 -2.1202 2.6116 -1.4297  -0.6181
O4 -2.3049 4.4056 -0.0133  -0.6577
O5 -1.3110 9.2360 0.1682  -0.6547
H1 -0.4204 9.4723 0.4275  0.3103
H2 -1.3185 8.2789 0.1803  0.3434
C1 -1.1715 -3.7095 -1.9867  -1.5365
C2 -2.5233 -3.8638 -1.4653  0.6890
C3 -3.3638 -2.6780 -1.0553  -0.7635
O6 -4.5587 -3.0380 -0.2680  -0.3643
C4 -5.2439 -2.0077 0.3889  -0.7237
N1 -3.3538 -4.6924 -2.3238  -0.8077
H3 -0.8096 -4.7031 -2.2512  0.3700
H4 -0.6202 -3.2690 -1.1560  0.3679
H5 -1.0722 -2.9921 -2.8013  0.3483
H6 -2.3964 -4.4852 -0.5789  0.2251
H7 -3.5604 -1.9959 -1.8825  0.3210
H8 -2.6925 -2.1676 -0.3647  0.4112
H9 -5.8024 -1.3864 -0.3112  0.3011
H10 -4.5286 -1.2816 0.7751  0.2991
H11 -5.8535 -2.2530 1.2586  0.2641
H12 -4.2841 -4.5142 -1.9731  0.3240
H13 -3.4735 -4.1185 -3.1462  0.2757
C5 4.5384 -0.6842 -0.8584  -1.4944
C6 5.4565 -0.5537 -2.0300  0.4658
C7 5.6690 -1.8710 -2.7725  -0.7522
O7 6.4494 -2.9074 -2.1719  -0.3298
C8 6.6653 -3.9741 -3.0948  -0.7048
N2 4.9209 0.4835 -2.9151  -0.7594
H14 4.3274 0.1721 -0.2179  0.3884
H15 4.8882 -1.5197 -0.2521  0.3273
H16 3.5436 -1.0202 -1.1510  0.3829
H17 6.4108 -0.2198 -1.6225  0.3083
H18 6.0682 -1.7061 -3.7733  0.4114
H19 4.6623 -2.2542 -2.9390  0.2617
H20 7.1766 -3.5850 -3.9753  0.3004
H21 5.7257 -4.4489 -3.3775  0.2955
H22 7.2926 -4.7707 -2.6948  0.2605
H23 4.9513 1.3594 -2.4131  0.3054
H24 3.9564 0.1840 -2.9039  0.3336
C9 -3.2648 4.1632 7.5284  -1.0284
C10 -2.6918 3.9708 6.1154  -0.1642
O8 -2.9724 5.0487 5.2533  -0.5426
H25 -3.0822 3.1780 7.9574  0.3250
H26 -4.3412 4.2284 7.6871  0.3078
H27 -2.8072 4.8983 8.1905  0.2868
H28 -3.1936 3.1740 5.5664  0.2371
H29 -1.6131 3.8304 6.0475  0.2569
H30 -2.7847 4.7504 4.3603  0.3211

Computed properties:
**E_LUMO**: 2.36 eV
**Charge**: -1
**2S+1**: 1
**HOMO level**: -5.8 eV
**Frontier orbital gap**: 0.2986 Ha

Listing energy relative to the best compared isomer or geometry (same formula, charge and spin) for the structures above in their given order: 0.0 58.1 90.1 0.0 257.2 103.3 kJ/mol.